An isolated ion of composition CHO3S3 and charge -1 at a distorted geometry. Source: the OMol25 dataset; level of theory: ωB97M-V with the def2-TZVPD basis set.

Calculated values
multiplicity = 1
total charge = -1
energy above the lowest of the compared OMol25 structures with the same formula, charge and spin = 38.6 kcal per mole
HOMO-LUMO gap = 8.062 eV

Element x y z (Å)
S 1.332 0.789 -0.877
O -2.644 -0.176 -1.050
O -2.207 -0.080 1.318
H 1.002 -0.632 0.772
O -0.370 1.261 -0.354
C 1.837 -0.465 0.153
S 3.161 -1.339 0.016
S -2.111 0.641 0.021